24
Properties=species:S:1:pos:R:3:nbo_charge:R:1 method="wB97M-V/def2-TZVPD" e_lumo_ev=-5.8 max_force_ha_per_bohr=0.08696 energy_ev=-14999.034 charge=+1
C 3.15 -1.46 0.40 -0.6727
C 2.70 -0.13 -0.13 0.4039
O 3.65 0.55 -0.81 -0.6413
C 1.50 0.45 0.22 -0.0375
N 1.31 1.78 -0.10 -0.8925
C 0.34 -0.32 0.88 -0.4491
C -0.79 -0.72 -0.16 0.0698
C -2.00 -0.11 -0.21 -0.0326
C -2.75 1.01 0.62 0.1634
N -3.99 1.01 0.31 -0.4229
C -4.19 0.04 -0.59 0.3320
N -3.09 -0.56 -0.95 -0.4688
H 3.83 -1.89 -0.35 0.2460
H 2.39 -2.24 0.49 0.2220
H 3.63 -1.18 1.26 0.2425
H 3.23 1.33 -1.13 0.4997
H 0.62 2.06 -0.80 0.3732
H 1.39 2.58 0.60 0.3962
H -0.19 0.26 1.53 0.2123
H 0.68 -1.32 1.36 0.2596
H -0.56 -1.45 -0.97 0.2328
H -2.50 1.87 1.18 0.2478
H -5.15 -0.11 -1.05 0.2421
H -3.21 -1.45 -1.60 0.4742


60
Properties=species:S:1:pos:R:3:nbo_charge:R:1 method="wB97M-V/def2-TZVPD" e_lumo_ev=0.4 max_force_ha_per_bohr=0.00302 energy_ev=-36883.128
C 0.89 -1.16 4.30 -0.6058
C -0.10 -0.16 3.71 -0.2385
C 0.26 1.28 4.08 -0.6034
C -1.54 -0.51 4.15 -0.2182
N -2.51 -0.57 3.07 -0.2714
N -2.83 0.63 2.40 -0.4169
C -3.25 0.26 1.13 0.2411
C -3.89 1.29 0.26 -0.5423
C -4.23 0.70 -1.10 0.6913
O -5.33 0.27 -1.37 -0.6126
N -3.21 0.66 -1.98 -0.4293
C -1.79 1.05 -1.94 -0.2093
C -1.64 0.40 -3.35 -0.2369
C -0.70 -0.78 -3.45 -0.2064
N 0.69 -0.40 -3.70 -0.4290
C 1.07 -0.30 -5.09 -0.4088
C 1.51 -0.18 -2.64 0.7018
O 1.06 -0.22 -1.49 -0.6652
C 2.97 0.10 -2.95 -0.6026
C 4.00 0.17 -1.82 0.6842
O 5.18 0.14 -2.12 -0.6319
N 3.53 0.34 -0.57 -0.6171
C 4.43 0.40 0.55 -0.0583
C 3.83 0.35 1.91 -0.4291
C 4.65 -0.81 1.40 -0.4222
C -3.14 0.03 -3.28 -0.1941
C -3.00 -1.04 0.90 -0.3895
C -2.43 -1.60 2.13 0.6147
O -1.95 -2.69 2.36 -0.6293
H 0.84 -1.15 5.39 0.1983
H 0.66 -2.17 3.96 0.2273
H 1.91 -0.92 4.01 0.2086
H -0.07 -0.25 2.62 0.2032
H 0.24 1.41 5.16 0.1993
H 1.26 1.54 3.73 0.2090
H -0.45 1.99 3.64 0.2091
H -1.56 -1.50 4.59 0.2379
H -1.90 0.19 4.89 0.1967
H -3.49 1.18 2.93 0.3812
H -4.83 1.62 0.70 0.2517
H -3.23 2.16 0.17 0.2349
H -1.64 2.13 -1.91 0.1949
H -1.21 0.56 -1.16 0.2296
H -1.42 1.13 -4.13 0.2075
H -0.74 -1.37 -2.53 0.2343
H -1.01 -1.42 -4.28 0.2023
H 2.06 0.13 -5.21 0.2210
H 1.06 -1.28 -5.57 0.2016
H 0.36 0.34 -5.63 0.2013
H 3.35 -0.64 -3.64 0.2535
H 3.04 1.06 -3.47 0.2524
H 2.54 0.23 -0.43 0.4372
H 5.28 1.05 0.38 0.2248
H 4.24 0.99 2.68 0.2202
H 2.76 0.20 1.97 0.2125
H 4.12 -1.71 1.12 0.2203
H 5.64 -0.97 1.81 0.2188
H -3.36 -1.05 -3.25 0.1997
H -3.79 0.49 -4.03 0.2064
H -3.17 -1.60 -0.01 0.2399


39
Properties=species:S:1:pos:R:3:nbo_charge:R:1 method="wB97M-V/def2-TZVPD" e_lumo_ev="-8.8 / -8.8" max_force_ha_per_bohr=0.11460 multiplicity=2 energy_ev=-86650.144 charge=+2 s2=0.764
I 1.98 -4.04 -3.20 0.2357
I -0.75 -4.00 -2.46 0.1657
Ti 0.34 -1.19 -1.70 0.8417
P 0.01 0.47 -3.93 0.9849
C -1.57 0.74 -4.85 -0.9550
C 0.86 2.06 -4.32 -0.9386
H 1.91 -0.82 -4.64 0.2711
H 0.89 -0.29 -5.99 0.2677
H 0.37 -1.66 -4.99 0.2410
C 0.88 -0.70 -4.98 -0.9742
H 1.88 2.04 -3.92 0.2664
H 0.94 2.24 -5.40 0.2666
H -1.40 1.01 -5.92 0.2745
H -2.16 1.56 -4.41 0.2641
H 0.33 2.92 -3.90 0.2631
H -2.16 -0.18 -4.84 0.2432
C -1.79 -0.40 -2.09 0.4688
O -2.83 0.03 -1.77 -0.4072
Cl 2.38 -0.16 -2.01 -0.3966
C -1.02 -2.07 4.78 -0.6303
C 0.15 -1.56 3.95 -0.2231
N -0.20 -1.13 2.55 -0.5592
C 0.00 0.03 1.92 0.5343
S -0.37 0.27 -0.10 -0.2202
N 0.37 1.10 2.64 -0.5827
C -0.13 1.55 4.01 -0.2124
C 1.03 2.09 4.83 -0.6283
H -1.80 -1.30 4.92 0.2251
H -0.71 -2.38 5.79 0.2583
H -1.43 -2.97 4.30 0.2239
H 0.68 -0.76 4.47 0.2231
H 0.89 -2.35 3.78 0.2264
H -0.51 -1.89 1.97 0.4154
H 0.54 1.94 2.11 0.4242
H -0.87 2.33 3.77 0.2255
H -0.67 0.76 4.51 0.2136
H 1.42 2.97 4.32 0.2270
H 0.72 2.40 5.84 0.2541
H 1.80 1.32 4.95 0.2221


20
Properties=species:S:1:pos:R:3:nbo_charge:R:1 method="wB97M-V/def2-TZVPD" e_lumo_ev=-2.5 max_force_ha_per_bohr=0.04561 energy_ev=-8482.167
C -1.57 -1.37 1.35 -0.7299
C -3.01 -1.35 1.06 0.1061
C -3.69 -0.22 0.97 -0.5459
C 0.71 0.34 1.64 -0.3580
C 0.98 0.66 0.27 -0.2479
C 1.90 0.23 -0.63 -0.2039
C 1.89 0.91 -1.92 -0.2086
C 2.72 0.61 -2.94 -0.3735
H -1.17 -0.39 0.96 0.2553
H -1.27 -1.25 2.41 0.2371
H -0.88 -2.07 0.90 0.2475
H -4.56 0.10 0.42 0.2240
H -3.16 0.69 1.36 0.1855
H 1.46 0.07 2.40 0.2116
H -0.14 0.92 2.02 0.1941
H 0.20 1.36 -0.04 0.2009
H 2.80 -0.36 -0.48 0.2136
H 1.09 1.63 -2.03 0.1969
H 2.86 1.26 -3.79 0.2075
H 3.38 -0.24 -2.78 0.1875


9
Properties=species:S:1:pos:R:3:nbo_charge:R:1 method="wB97M-V/def2-TZVPD" e_lumo_ev="-1.7 / -1.7" max_force_ha_per_bohr=0.09501 energy_ev=-12476.018
C -0.19 0.25 2.62 -0.0986
C 1.02 0.24 2.83 -0.5847
C -0.08 0.06 -0.59 -0.8957
P 2.69 0.14 2.97 0.4579
H -1.15 0.04 2.35 0.2244
H 0.26 -0.56 0.27 0.2283
H -1.08 0.05 -0.98 0.2274
H 0.26 1.04 -0.06 0.2182
H 0.81 -0.07 -1.27 0.2228


24
Properties=species:S:1:pos:R:3:nbo_charge:R:1 method="wB97M-V/def2-TZVPD" e_lumo_ev=1.1 max_force_ha_per_bohr=0.08359 energy_ev=-9459.456
C -1.17 2.18 -1.73 -0.6148
C -1.34 1.62 -0.33 -0.4092
C 0.03 0.97 0.12 -0.0530
N 0.54 1.83 1.19 -0.8434
C -0.36 -0.48 0.55 -0.2496
N 1.00 -1.19 0.34 -0.4323
C 1.09 -2.26 1.36 -0.4490
C 0.82 -1.88 -0.99 -0.4282
H -0.53 1.58 -2.37 0.1995
H -0.81 3.17 -1.54 0.2205
H -2.17 2.15 -2.24 0.2038
H -1.51 2.44 0.42 0.2064
H -2.24 1.02 -0.13 0.1920
H 0.79 1.02 -0.64 0.2019
H 1.55 1.67 1.29 0.3682
H 0.00 1.68 2.04 0.3544
H -1.17 -1.02 0.00 0.1846
H -0.75 -0.65 1.55 0.1968
H 0.35 -2.18 2.16 0.1909
H 2.06 -2.20 1.86 0.1953
H 1.25 -3.29 1.06 0.1947
H 0.75 -1.07 -1.72 0.1958
H 1.76 -2.44 -1.06 0.1945
H 0.08 -2.67 -1.18 0.1800


43
Properties=species:S:1:pos:R:3:nbo_charge:R:1 method="wB97M-V/def2-TZVPD" e_lumo_ev=-0.1 max_force_ha_per_bohr=0.16820 energy_ev=-51165.654
O -0.19 0.62 3.58 -0.4884
C 1.02 0.07 3.36 0.3814
C 1.88 0.27 1.99 -0.5434
C 1.71 -0.92 0.87 0.1861
C 3.15 -1.29 0.11 0.9789
F 2.73 -1.95 -1.18 -0.3381
F 3.87 -0.05 -0.28 -0.3332
F 4.02 -2.17 0.93 -0.3342
C 0.77 -2.23 1.19 -0.1560
O -0.23 -2.45 0.09 -0.6051
S -0.46 -0.92 -0.63 2.3027
O -0.64 -1.26 -2.13 -0.8154
O -1.49 0.07 0.03 -0.8096
O 1.02 -0.17 -0.24 -0.6577
H 1.47 -0.63 4.20 0.1514
H 1.54 1.29 1.51 0.3117
H 3.02 0.40 2.30 0.2546
H 0.07 -2.24 2.13 0.2694
H 1.50 -3.15 1.37 0.2408
O -2.39 -2.05 1.62 -0.5893
C -3.37 -2.07 0.90 0.8086
C -4.79 -1.98 1.37 -0.5302
C -5.55 -2.45 0.16 -0.4285
C -4.65 -2.05 -0.98 -0.0690
O -3.33 -2.15 -0.46 -0.4900
H -5.02 -0.94 1.61 0.2444
H -4.97 -2.63 2.23 0.2435
H -6.56 -2.03 0.08 0.2230
H -5.65 -3.55 0.18 0.2077
H -4.82 -1.02 -1.30 0.1842
H -4.76 -2.71 -1.84 0.1987
O 2.52 3.60 0.73 -0.5828
C 2.43 3.61 -0.49 0.7938
C 3.39 2.95 -1.43 -0.5362
C 3.04 3.60 -2.75 -0.4285
C 1.58 3.94 -2.58 -0.0726
O 1.42 4.21 -1.19 -0.4801
H 3.18 1.87 -1.45 0.2495
H 4.42 3.14 -1.15 0.2441
H 3.24 2.97 -3.62 0.2247
H 3.62 4.52 -2.86 0.2079
H 0.93 3.10 -2.85 0.1842
H 1.30 4.81 -3.16 0.1971


109
Properties=species:S:1:pos:R:3:mulliken_spin:R:1 method="wB97M-V/def2-TZVPD" e_lumo_ev="-2.9 / -6.7" max_force_ha_per_bohr=0.13696 multiplicity=2 energy_ev=-153745.465 s2=0.757
O 3.98 -0.92 2.51 0.8301
C 3.37 -1.24 1.44 -0.0127
O 2.19 -1.20 1.21 0.0268
B 2.01 -1.46 -0.22 0.0357
O 3.25 -1.78 -0.77 0.0561
C 4.14 -1.57 0.16 -0.0141
O 5.38 -1.59 0.08 0.0674
O 1.58 -0.18 -0.91 0.0035
C 0.31 -0.39 -1.39 -0.0039
O -0.44 0.39 -1.95 0.0000
C 0.01 -1.94 -1.10 0.0027
O 0.98 -2.45 -0.46 0.0025
O -1.08 -2.52 -1.22 0.0007
C -1.87 -0.53 2.63 -0.0003
C -2.27 0.80 2.09 0.0001
O -1.04 1.53 2.03 0.0003
S 0.05 1.03 3.14 0.0010
O -0.24 1.54 4.49 0.0001
O 1.35 1.21 2.53 -0.0002
O -0.53 -0.49 2.94 -0.0002
H -1.89 -1.32 1.88 0.0001
H -2.47 -0.88 3.47 0.0000
H -3.07 1.35 2.58 0.0000
H -2.35 0.60 1.02 0.0000
C 4.98 -4.00 -2.85 -0.0002
C 5.97 -4.37 -1.71 0.0006
O 5.58 -5.64 -1.31 0.0005
S 3.96 -5.97 -1.56 0.0001
O 3.22 -5.82 -0.27 0.0001
O 3.74 -7.20 -2.30 0.0000
O 3.75 -4.71 -2.63 0.0000
H 5.54 -4.65 -3.53 0.0000
H 4.97 -2.93 -3.05 0.0006
H 5.87 -3.60 -0.95 -0.0001
H 6.99 -4.23 -2.05 0.0000
C 3.95 2.72 0.70 0.0010
C 5.15 2.16 1.38 -0.0072
O 6.29 2.27 0.52 0.0007
S 5.77 2.51 -1.09 0.0007
O 5.42 1.20 -1.61 0.0000
O 6.48 3.58 -1.80 0.0000
O 4.41 3.27 -0.51 0.0002
H 3.35 3.46 1.24 0.0001
H 3.28 1.92 0.40 -0.0018
H 5.02 1.10 1.60 0.0090
H 5.45 2.66 2.29 0.0001
C -3.50 3.02 -2.72 0.0001
C -3.51 1.58 -2.26 0.0000
O -4.84 1.31 -1.83 0.0000
S -5.68 2.83 -1.56 0.0000
O -6.12 3.03 -0.20 0.0000
O -6.71 3.02 -2.61 0.0000
O -4.33 3.75 -1.82 0.0000
H -3.87 3.15 -3.74 0.0000
H -2.51 3.45 -2.57 -0.0001
H -2.79 1.29 -1.49 0.0000
H -3.29 0.94 -3.13 0.0000
C -1.79 -5.44 1.19 0.0000
C -2.77 -4.43 2.00 0.0000
O -4.07 -4.94 2.16 0.0000
P -4.46 -6.29 3.09 0.0000
O -3.69 -7.50 2.80 0.0000
O -6.11 -6.38 2.77 0.0000
C -7.07 -6.91 3.72 0.0000
C -6.58 -8.26 4.36 0.0000
O -4.46 -5.69 4.60 0.0000
C -4.80 -4.35 5.03 0.0000
C -3.81 -3.93 6.11 0.0000
H -1.22 -5.97 1.95 0.0000
H -2.26 -6.17 0.52 0.0000
H -1.07 -4.93 0.55 0.0000
H -2.19 -4.13 2.87 0.0000
H -3.03 -3.56 1.40 0.0000
H -7.45 -6.22 4.48 0.0000
H -7.93 -6.93 3.06 0.0000
H -5.59 -8.11 4.78 0.0000
H -7.25 -8.49 5.20 0.0000
H -6.57 -9.15 3.74 0.0000
H -4.81 -3.69 4.17 0.0000
H -5.77 -4.22 5.49 0.0000
H -2.87 -3.89 5.55 0.0000
H -4.16 -3.01 6.57 0.0000
H -3.76 -4.80 6.76 0.0000
C 2.13 9.34 -3.48 0.0000
C 1.29 8.64 -2.46 0.0000
O 0.22 7.75 -2.94 0.0000
P 0.42 6.14 -2.81 0.0000
O -0.68 5.27 -3.28 0.0000
O 1.87 5.79 -3.50 0.0000
C 2.07 5.70 -4.88 0.0000
C 3.45 5.06 -5.28 0.0000
O 0.59 5.74 -1.21 0.0000
C 1.32 4.58 -0.82 0.0001
C 0.40 3.39 -1.06 -0.0002
H 1.93 10.38 -3.77 0.0000
H 3.12 9.52 -3.07 0.0000
H 2.01 8.94 -4.49 0.0000
H 2.06 8.08 -1.93 0.0000
H 0.76 9.35 -1.83 0.0000
H 1.31 5.09 -5.38 0.0000
H 1.82 6.65 -5.35 0.0000
H 3.77 4.94 -6.32 0.0000
H 4.21 5.75 -4.91 0.0000
H 3.58 4.06 -4.87 0.0000
H 2.22 4.31 -1.37 0.0000
H 1.52 4.69 0.24 0.0000
H 0.73 2.55 -0.44 0.0002
H -0.66 3.57 -0.85 0.0000
H 0.74 3.04 -2.04 0.0000